No. 1
Formula: C4H6N2
Source: OMol25
Level of theory: ωB97M-V/def2-TZVPD

Computed properties:
Kohn-Sham gap (eV): 8.797
Total charge: 0
Energy relative to the best compared isomer or geometry (same formula, charge and spin) (eV): 5.294
DFT total energy (eV): -7220.2969

Last column: natural (NBO) charge in e.
Atoms and positions in Å:
N  2.970  -0.907  -1.208  -0.294
C  2.089  -0.623  -0.512  0.267
C  0.963  -0.139  0.303  -0.300
C  0.750  1.314  0.023  -0.021
C  -1.606  0.001  0.089  -0.426
N  -0.314  -0.597  -0.283  -0.546
H  1.047  -0.491  1.336  0.218
H  -1.496  0.583  1.003  0.204
H  0.159  1.673  0.890  0.091
H  -1.949  0.725  -0.653  0.203
H  -2.401  -0.737  0.283  0.206
H  -0.211  -0.802  -1.270  0.398

No. 2
Formula: C4H6N2
Source: OMol25
Level of theory: ωB97M-V/def2-TZVPD

Computed properties:
Kohn-Sham gap (eV): 10.174
Total charge: 0
Energy relative to the best compared isomer or geometry (same formula, charge and spin) (eV): 4.218
DFT total energy (eV): -7221.3734

Last column: natural (NBO) charge in e.
Atoms and positions in Å:
C  0.503  0.772  1.166  0.030
N  1.056  1.020  0.067  -0.298
C  1.569  -0.157  0.870  -0.325
H  -0.172  1.263  1.850  0.219
H  2.550  -0.010  1.316  0.185
H  1.356  -1.158  0.495  0.180
C  -0.897  0.126  -1.754  -0.638
C  -1.453  -0.454  -0.724  0.419
N  -1.948  -0.893  0.314  -0.644
H  -0.850  -0.389  -2.689  0.239
H  -0.508  1.134  -1.838  0.267
H  -1.205  -1.255  0.927  0.366

No. 3
Formula: C4H6N2
Source: OMol25
Level of theory: ωB97M-V/def2-TZVPD

Computed properties:
Kohn-Sham gap (eV): 8.849
Total charge: 0
Energy relative to the best compared isomer or geometry (same formula, charge and spin) (eV): 3.786
DFT total energy (eV): -7221.8050

Last column: natural (NBO) charge in e.
Atoms and positions in Å:
C  1.728  0.805  -0.245  -0.632
C  0.376  0.146  -0.067  0.124
C  0.486  -1.201  0.157  -0.007
N  -1.779  -1.121  0.331  -0.662
C  -1.833  0.105  -0.081  0.280
N  -0.724  0.866  -0.246  -0.562
H  2.602  0.167  -0.052  0.222
H  1.748  1.652  0.443  0.240
H  1.788  1.159  -1.275  0.243
H  1.061  -1.532  1.040  0.196
H  -2.710  -1.567  0.304  0.380
H  -2.775  0.609  -0.340  0.180

No. 4
Formula: C4H6N2
Source: OMol25
Level of theory: ωB97M-V/def2-TZVPD

Computed properties:
Kohn-Sham gap (alpha / beta) (eV): 7.313 / 8.248
Total charge: 0
Energy relative to the best compared isomer or geometry (same formula, charge and spin) (eV): 3.977
DFT total energy (eV): -7221.6137

Last column: natural (NBO) charge in e.
Atoms and positions in Å:
C  1.418  0.508  -0.673  -0.634
C  0.174  -0.084  -0.104  -0.101
C  -0.535  0.409  0.982  0.028
N  -1.720  -0.093  1.224  -0.521
N  -1.550  -1.741  -0.233  -0.125
C  -0.543  -1.135  -0.719  -0.099
H  1.250  1.481  -1.146  0.219
H  2.143  0.637  0.137  0.227
H  1.860  -0.171  -1.409  0.221
H  -0.082  1.200  1.589  0.193
H  -2.076  0.194  2.145  0.360
H  -0.340  -1.207  -1.795  0.233